No. 1
Entry from the Open Molecules 2025 dataset: a cluster of 3 separate species, C3H11NO2 in total (the ωB97M-V functional and the def2-TZVPD basis).

```
17
Properties=species:S:1:pos:R:3:lowdin_charge:R:1
C -0.48144 1.02325 -0.99400 -0.10
C -0.69296 0.86512 0.52807 -0.30
C 1.16580 -0.32574 1.07879 -0.08
N -0.10511 -0.38063 1.11338 -0.02
H -1.12808 1.74760 -1.48380 0.07
H -0.55981 0.03290 -1.44245 0.07
H 0.53501 1.40860 -1.12306 0.06
H -0.33529 1.74998 1.04319 0.08
H -1.76904 0.75475 0.67903 0.10
H 1.72717 0.61749 0.97259 0.08
H 1.75536 -1.22377 1.23552 0.06
H 0.36387 1.30307 3.44402 0.01
H 0.64201 2.68749 2.96426 0.02
O 0.38145 2.21315 3.75601 -0.06
H -0.45772 -4.86155 -3.60080 0.04
H -0.19116 -3.46826 -4.04786 0.01
O -0.85006 -4.14347 -4.12289 -0.06
```

* ΔE to the lowest compared entry with this formula, charge and spin: 126.6 kJ/mol
* M: 93.126 g mol⁻¹
* F_max: 2.3 eV/Å
* HOMO energy: -10.20 eV
* LUMO energy: 0.636 eV
* multiplicity: 1
* total energy: -8873.1775 eV
* SMILES: C=NCC.O.O

***

No. 2
Entry from the Open Molecules 2025 dataset: a cluster of 5 separate species, C4H16IO4 in total (the ωB97M-V functional and the def2-TZVPD basis).

```
25
Properties=species:S:1:pos:R:3:lowdin_charge:R:1
I -0.48814 0.78533 0.27526 0.10
C -4.69122 2.32342 -0.11170 -0.19
O -4.10538 1.07708 0.21818 -0.19
H -5.51965 2.13216 -0.80282 0.07
H -5.08502 2.87240 0.75185 0.06
H -3.96943 2.94138 -0.66023 0.07
H -3.16701 1.22504 0.42570 -0.10
C 2.14188 1.10799 -3.04033 -0.19
O 1.78689 2.19521 -2.19932 -0.19
H 2.41829 1.51005 -4.01507 0.07
H 2.99406 0.56505 -2.62238 0.07
H 1.27871 0.45033 -3.17339 0.07
H 1.30012 1.83063 -1.44058 -0.10
C 2.03565 -2.17956 -0.61055 -0.19
O 0.68899 -2.58493 -0.40730 -0.19
H 2.71519 -2.95108 -0.25155 0.07
H 2.23749 -1.99179 -1.67500 0.06
H 2.21910 -1.23350 -0.09151 0.05
H 0.16722 -1.78445 -0.23015 -0.08
C 0.76755 -1.63372 3.53243 -0.19
O 1.61230 -0.79449 2.76517 -0.19
H 0.13514 -2.22541 2.86708 0.07
H 1.36729 -2.24398 4.20553 0.07
H 0.11406 -1.03664 4.18670 0.07
H 1.04592 -0.35651 2.10396 -0.10
```

* ΔE to the lowest compared entry with this formula, charge and spin: 9.1 kJ/mol
* M: 255.072 g mol⁻¹
* F_max: 0.8 eV/Å
* HOMO energy: -4.95 eV
* LUMO energy: 3.347 eV
* multiplicity: 1
* total energy: -20699.9501 eV
* net charge: -1

***

No. 3
Entry from the Open Molecules 2025 dataset: the molecule C4H5NO3 (the ωB97M-V functional and the def2-TZVPD basis).

```
13
Properties=species:S:1:pos:R:3:lowdin_charge:R:1
C 0.87292 0.11146 -0.01167 -0.39
C 2.10348 0.60784 0.03715 0.08
C -0.66842 -1.56113 -0.02634 -0.03
C -1.33097 -0.19110 0.01393 -0.39
H -1.57639 2.11059 0.00621 0.14
H 2.88428 -0.20749 -0.00187 0.09
H 2.25501 1.69408 0.01568 0.07
H -0.92838 -2.04083 0.92669 0.14
H -0.90614 -2.19150 -0.90101 0.15
N -0.34357 0.73012 -0.07090 -0.05
O -0.58321 2.04469 -0.01208 0.10
O 0.71817 -1.24220 -0.00229 0.00
O -2.49677 0.13547 0.02650 0.09
```

* ΔE to the lowest compared entry with this formula, charge and spin: 278.1 kJ/mol
* M: 115.088 g mol⁻¹
* F_max: 2.5 eV/Å
* HOMO energy: -8.54 eV
* LUMO energy: 0.700 eV
* multiplicity: 1
* total energy: -11859.1183 eV
* SMILES: C=C1OCC(=O)N1O

***

No. 4
Entry from the Open Molecules 2025 dataset: a structure of composition C2H5NS (the ωB97M-V functional and the def2-TZVPD basis).

```
9
Properties=species:S:1:pos:R:3:lowdin_charge:R:1
C 0.61580 -0.33056 0.01674 -0.31
C -0.08926 1.01836 0.15513 -0.40
N -0.65537 -1.07782 0.15054 -0.47
S -1.72824 0.18008 -0.07507 0.79
H 0.86960 -0.52161 -1.02416 0.09
H 1.52392 -0.60320 0.75140 0.15
H 0.02593 1.42556 1.12337 0.05
H 0.06248 1.75816 -0.57638 0.04
H -0.62486 -1.84897 -0.52159 0.07
```

* ΔE to the lowest compared entry with this formula, charge and spin: 192.4 kJ/mol
* M: 75.136 g mol⁻¹
* F_max: 4.2 eV/Å
* HOMO energy: -7.57 eV
* LUMO energy: 0.734 eV
* multiplicity: 1
* total energy: -14478.3427 eV

***

No. 5
Entry from the Open Molecules 2025 dataset: a structure of composition C17H13ClN2O4ReS (the ωB97M-V functional and the def2-TZVPD basis).

```
39
Properties=species:S:1:pos:R:3:lowdin_charge:R:1
Re 0.01113 1.78950 0.31469 1.70
Cl 5.67211 -0.78905 3.84146 0.79
C 4.40739 -0.38136 2.77058 -0.64
C 4.65288 -0.35929 1.38565 -0.02
C 3.65298 -0.03812 0.50254 0.04
C 2.39341 0.30071 0.98196 -0.26
O 1.44187 0.59904 0.08038 -0.16
C 2.13112 0.27657 2.36977 -0.12
C 0.81464 0.44798 2.87872 0.01
N -0.17028 0.92254 2.17826 -0.04
C -1.52970 0.78360 2.59172 -0.18
C -2.01239 0.61652 3.86183 0.05
C -3.39596 0.43556 4.06395 -0.01
C -4.26603 0.40428 3.00809 0.03
C -3.78561 0.58661 1.68988 -0.12
C -4.59356 0.56693 0.53500 0.08
C -4.03684 0.76400 -0.70988 0.01
C -2.67675 1.00994 -0.81440 -0.03
N -1.87350 1.02139 0.26134 -0.07
C -2.41567 0.79866 1.50999 -0.14
C 3.15661 -0.09177 3.25404 -0.02
H 5.64156 -0.60731 1.02273 0.13
H 3.82199 -0.03402 -0.56622 0.14
H 0.60773 0.07053 3.87628 0.15
H -1.35322 0.63352 4.72080 0.13
H -3.76617 0.31481 5.07219 0.13
H -5.32443 0.24708 3.17152 0.14
H -5.65872 0.39277 0.63502 0.15
H -4.64046 0.75072 -1.60567 0.13
H -2.20735 1.20479 -1.76938 0.14
H 2.96412 -0.14318 4.31843 0.13
C 0.53175 5.64371 -0.95517 -0.07
S 0.37953 4.01076 -0.41689 0.51
O 1.49585 3.51549 0.42311 -0.31
O -0.83458 3.76135 0.45229 -0.36
O 0.19968 3.00726 -1.50969 -0.36
H 0.74270 6.25827 -0.07866 0.11
H -0.41043 5.92025 -1.42900 0.11
H 1.35990 5.65834 -1.66628 0.11
```

* ΔE to the lowest compared entry with this formula, charge and spin: 0.0 kJ/mol
* M: 563.028 g mol⁻¹
* F_max: 2.2 eV/Å
* HOMO energy (alpha / beta): -14.81 / -14.86 eV
* LUMO energy (alpha / beta): -8.930 / -8.505 eV
* multiplicity: 2
* total energy: -54482.1011 eV
* net charge: +2

***

No. 6
Entry from the Open Molecules 2025 dataset: a cluster of 2 separate species, C3H5NO2 in total (the ωB97M-V functional and the def2-TZVPD basis).

```
11
Properties=species:S:1:pos:R:3:lowdin_charge:R:1
N 1.47703 0.04824 0.52361 0.18
C 0.24593 0.27284 0.44464 -0.26
C -0.97411 -0.52820 0.04491 -0.07
O -1.79286 0.65219 0.30069 0.05
C -0.72688 1.42507 0.67042 -0.42
O -0.70208 2.56364 1.01383 0.16
H 1.97156 0.88711 0.83866 0.08
H 1.55163 -1.44909 -1.52037 0.01
H 1.27534 -1.74878 -2.14462 0.03
H -1.02376 -0.82693 -1.00401 0.11
H -1.24783 -1.35074 0.70830 0.13
```

* ΔE to the lowest compared entry with this formula, charge and spin: 251.6 kJ/mol
* M: 87.078 g mol⁻¹
* F_max: 0.8 eV/Å
* HOMO energy: -10.59 eV
* LUMO energy: -0.149 eV
* multiplicity: 1
* total energy: -8775.0874 eV
* SMILES: [H]/N=C1/COC1=O.[H][H]

***

No. 7
Entry from the Open Molecules 2025 dataset: the molecule C3H5N3 (the ωB97M-V functional and the def2-TZVPD basis).

```
11
Properties=species:S:1:pos:R:3:lowdin_charge:R:1
N -1.97858 -0.15150 0.06794 0.10
C -0.53983 -0.17004 0.04745 -0.56
N 0.27862 -1.11721 -0.20643 0.06
N 1.59091 -0.60942 -0.12277 -0.15
C 1.89749 0.64858 0.02874 0.01
C -0.76562 1.09742 0.47860 0.11
H -2.43386 -0.31171 -0.82473 0.13
H -2.45107 -0.57950 0.85349 0.12
H 2.24056 -1.38991 -0.18046 0.12
H 3.00262 0.67399 0.08292 0.01
H -0.84211 1.92886 -0.21353 0.05
```

* ΔE to the lowest compared entry with this formula, charge and spin: 637.2 kJ/mol
* M: 83.094 g mol⁻¹
* F_max: 0.6 eV/Å
* HOMO energy: -8.33 eV
* LUMO energy: 0.713 eV
* multiplicity: 1
* total energy: -7655.8509 eV

***

No. 8
Entry from the Open Molecules 2025 dataset: a structure of composition C5H7F3N2 (the ωB97M-V functional and the def2-TZVPD basis).

```
17
Properties=species:S:1:pos:R:3:lowdin_charge:R:1
C 1.15331 1.31278 -0.01402 -0.10
C -0.22480 1.32566 -0.10757 -0.11
C 1.98760 0.10227 -0.34103 -0.16
C 0.21284 -1.40838 -0.03040 -0.04
C -2.12533 0.02712 0.02331 -0.72
N 1.36595 -0.96000 0.52422 -0.05
N -0.84235 0.13506 -0.43129 0.04
F -3.01260 1.05623 -0.15853 0.12
F -2.63338 -1.06064 -0.64355 0.09
F -2.22189 -0.34680 1.27702 0.15
H 1.67636 2.26279 0.26483 0.10
H -0.96268 2.05758 0.01463 0.10
H 1.72762 -0.43889 -1.32097 0.14
H 3.00429 0.33790 -0.23424 0.09
H 0.22708 -1.88546 -0.97371 0.10
H -0.47981 -1.86108 0.68852 0.12
H 1.14780 -0.65613 1.46278 0.13
```

* ΔE to the lowest compared entry with this formula, charge and spin: 116.3 kJ/mol
* M: 152.119 g mol⁻¹
* F_max: 3.9 eV/Å
* HOMO energy: -8.42 eV
* LUMO energy: 0.914 eV
* multiplicity: 1
* total energy: -16429.3042 eV